1.
91
Properties=species:S:1:pos:R:3 method="wB97M-V/def2-TZVPD" fmax_ev_per_a=1.7 e_homo_ev="-16.4 / -16.4" energy_ev=-100629.5988 s_squared=3.848 charge=+3 multiplicity=4 orbital_gap_ha="0.250 / 0.201"
Mn -1.05 0.66 0.32
C -2.18 -1.56 3.94
C -2.37 -0.79 2.79
N -1.39 -0.10 2.23
C -0.17 -0.10 2.83
C 0.13 -0.89 3.97
C -0.94 -1.63 4.52
C 1.45 -0.86 4.46
C 2.39 -0.04 3.88
C 2.06 0.83 2.83
C 0.79 0.81 2.30
N 0.23 1.65 1.32
C -0.09 2.95 1.65
C 0.67 3.90 2.32
C 0.15 5.18 2.55
C -1.14 5.51 2.22
C -2.00 4.53 1.67
C -3.39 4.68 1.49
C -4.13 3.61 1.05
C -3.49 2.41 0.71
N -2.17 2.25 0.81
C -1.44 3.28 1.33
H -3.02 -2.10 4.35
H -3.35 -0.73 2.32
H -0.78 -2.22 5.41
H 1.71 -1.49 5.30
H 3.40 -0.01 4.27
H 2.81 1.50 2.43
H 1.67 3.67 2.65
H 0.79 5.92 3.00
H -1.52 6.50 2.41
H -3.86 5.63 1.74
H -5.21 3.68 0.94
H -4.06 1.56 0.36
O -0.20 -0.96 -0.17
P 0.73 -2.14 -0.48
C 0.15 -3.67 0.30
C -0.43 -3.62 1.56
C -0.81 -4.80 2.18
C -0.60 -6.02 1.55
C -0.02 -6.06 0.30
C 0.36 -4.89 -0.34
C 2.40 -1.79 0.16
C 3.19 -2.84 0.60
C 4.51 -2.60 0.95
C 5.03 -1.32 0.85
C 4.23 -0.27 0.42
C 2.91 -0.49 0.10
C 0.72 -2.41 -2.27
C 1.88 -2.54 -3.02
C 1.79 -2.76 -4.38
C 0.55 -2.86 -4.99
C -0.61 -2.75 -4.24
C -0.53 -2.52 -2.88
H -0.56 -2.67 2.05
H -1.26 -4.76 3.16
H -0.90 -6.94 2.04
H 0.15 -7.01 -0.19
H 0.83 -4.92 -1.31
H 2.80 -3.84 0.67
H 5.13 -3.42 1.28
H 6.06 -1.14 1.12
H 4.64 0.73 0.31
H 2.26 0.33 -0.21
H 2.85 -2.46 -2.54
H 2.69 -2.88 -4.97
H 0.49 -3.02 -6.06
H -1.57 -2.86 -4.72
H -1.43 -2.44 -2.27
C -3.04 1.74 -3.93
C -2.82 1.43 -2.45
P -1.08 1.68 -1.85
C -0.89 3.51 -2.04
C 0.47 4.06 -1.63
C -0.11 0.97 -3.25
C 1.39 0.81 -3.04
H -4.09 1.62 -4.16
H -2.48 1.08 -4.59
H -2.78 2.77 -4.16
H -3.10 0.39 -2.24
H -3.46 2.09 -1.86
H -1.69 3.99 -1.47
H -1.07 3.73 -3.10
H 0.69 3.80 -0.59
H 0.46 5.14 -1.72
H 1.26 3.68 -2.27
H -0.28 1.64 -4.10
H -0.56 0.00 -3.48
H 1.87 1.75 -2.82
H 1.83 0.41 -3.95
H 1.59 0.10 -2.24


2.
100
Properties=species:S:1:pos:R:3 method="wB97M-V/def2-TZVPD" fmax_ev_per_a=1.8 e_homo_ev="-0.1 / 0.5" energy_ev=-80591.7133 charge=-2 orbital_gap_ha="0.151 / 0.130" de_lowest_kj_mol=0.0
Sn 1.26 0.65 -0.61
C 1.21 4.77 -2.84
C 1.76 3.59 -2.32
N 0.84 2.87 -1.71
N -0.33 3.55 -1.82
C -0.12 4.70 -2.49
B -1.75 3.01 -1.47
N -1.98 2.71 0.03
C -2.59 3.51 0.92
C -2.63 2.85 2.13
C -2.01 1.61 1.86
N -1.63 1.53 0.59
N -2.00 1.75 -2.33
C -3.06 1.52 -3.14
C -2.84 0.34 -3.82
C -1.58 -0.09 -3.35
N -1.08 0.76 -2.46
H 1.71 5.56 -3.38
H 2.78 3.23 -2.37
H -0.94 5.37 -2.69
H -2.53 3.87 -1.79
H -2.94 4.49 0.64
H -3.04 3.20 3.06
H -1.82 0.77 2.52
H -3.88 2.22 -3.17
H -3.48 -0.13 -4.54
H -1.01 -0.97 -3.63
C -4.72 -2.71 -1.98
C -3.72 -2.97 -0.84
C -4.14 -4.24 -0.09
C -3.78 -1.77 0.11
C -2.32 -3.15 -1.45
C -2.08 -4.21 -2.34
C -0.86 -4.33 -3.00
C 0.12 -3.38 -2.79
S 1.69 -3.19 -3.56
C 1.94 -1.68 -2.66
N 0.92 -1.40 -1.82
C -0.09 -2.32 -1.89
C -1.31 -2.23 -1.19
C 3.06 -0.83 -2.75
C 4.14 -1.09 -3.64
C 5.23 -0.24 -3.68
C 5.27 0.89 -2.85
C 4.19 1.16 -2.00
C 3.07 0.34 -1.91
H -5.73 -2.57 -1.57
H -4.75 -3.54 -2.69
H -4.44 -1.80 -2.53
H -5.13 -4.10 0.35
H -3.43 -4.45 0.72
H -4.17 -5.11 -0.75
H -4.79 -1.69 0.52
H -3.54 -0.84 -0.40
H -3.08 -1.88 0.94
H -2.86 -4.93 -2.55
H -0.70 -5.14 -3.70
H -1.44 -1.39 -0.53
H 4.11 -1.95 -4.29
H 6.05 -0.44 -4.36
H 6.13 1.55 -2.87
H 4.26 2.03 -1.36
C 2.49 0.16 3.16
O 3.08 -0.74 2.21
C 2.22 -1.57 1.60
C 2.86 -2.52 0.64
H 3.25 0.89 3.42
H 2.18 -0.40 4.05
H 1.64 0.68 2.73
H 3.44 -3.26 1.20
H 3.54 -1.97 -0.02
H 2.11 -3.02 0.04
N 0.72 5.68 2.56
C 2.07 5.49 2.89
O 2.60 6.30 3.68
C 2.77 4.41 2.28
C 4.16 4.17 2.59
C 4.80 3.10 2.00
C 4.12 2.25 1.12
N 2.79 2.48 0.81
C 2.18 3.50 1.35
H 0.25 6.28 3.22
H 0.18 4.87 2.29
H 4.67 4.84 3.27
H 5.85 2.90 2.21
H 4.59 1.38 0.68
H 1.14 3.63 1.03
N 1.13 -1.89 2.22
C -0.07 -1.90 2.48
C -0.85 -2.71 3.39
C -1.40 -2.15 4.55
C -2.22 -2.90 5.36
C -2.55 -4.21 5.04
C -2.00 -4.77 3.89
C -1.15 -4.04 3.08
H -1.17 -1.12 4.80
H -2.64 -2.45 6.26
H -3.21 -4.79 5.67
H -2.24 -5.79 3.63
H -0.73 -4.48 2.19